3 unconnected molecules or ions with the total composition C3H9NO2, computed with wB97M-V/def2-TZVPD.

Each line ends with the Löwdin charge.
Geometry (Å):
C  -1.33  1.87  1.44  -0.01
C  -1.33  0.61  0.97  -0.28
N  -0.37  0.06  0.15  -0.03
C  -0.53  -0.34  -1.06  -0.03
H  -0.80  2.67  0.91  0.05
H  -1.74  2.22  2.43  0.06
H  -1.90  -0.11  1.43  0.07
H  0.25  -0.94  -1.53  0.06
H  -1.53  -0.16  -1.65  0.11
O  0.30  -0.72  5.93  -0.10
H  1.03  -1.21  5.48  0.05
H  -0.44  -0.69  5.27  0.05
O  2.88  -1.08  -6.98  -0.03
H  3.23  -1.62  -6.25  0.05
H  2.27  -0.58  -6.55  -0.02

LUMO in Eh: 0.0181
E_HOMO in eV: -8.88
Structure (SMILES): C=CN=C.O.O
Energy relative to the best compared isomer or geometry (same formula, charge and spin) in kcal/mol: 78.9
Total energy in eV: -8839.5355
Spin multiplicity: 1
Frontier orbital gap in eV: 9.37